(1)
Density functional theory data (the ωB97M-V functional and the def2-TZVPD basis) for a molecular structure, C8H13N2 in a non-equilibrium geometry.

Properties
- DFT total energy: -421.7661 hartree
- Energy above the lowest of the compared OMol25 structures with the same formula, charge and spin: 107.2 kcal/mol
- E_LUMO: -3.2 eV

Geometry as ORCA input:
```
! RIJCOSX wB97M-V def2-TZVPD def2/J DEFGRID3
* xyz 1 1
C -1.360 1.571 0.536
C -0.164 1.095 0.842
C -2.302 -1.164 -0.031
C -2.129 0.767 -0.467
C -1.221 -0.405 -0.778
C 2.658 0.282 -0.096
C 0.454 -1.265 0.953
C 1.304 0.112 -0.834
N -3.104 -0.214 0.104
N 0.126 -0.169 0.114
H -1.733 2.491 0.833
H 0.628 1.510 1.523
H -2.628 -2.240 -0.075
H -2.654 1.330 -1.377
H -0.857 -0.818 -1.769
H 2.647 0.784 0.906
H 3.193 -0.619 0.036
H 3.248 0.944 -0.790
H 0.345 -2.152 0.431
H 1.420 -1.112 1.361
H -0.303 -1.295 1.684
H 1.416 -0.569 -1.759
H 1.015 1.136 -1.348
*
```

(2)
Density functional theory data (the ωB97M-V functional and the def2-TZVPD basis) for a gas-phase ion, C8H13N2O (charge +1) in a non-equilibrium geometry.

Properties
- DFT total energy: -496.9295 hartree
- Energy above the lowest of the compared OMol25 structures with the same formula, charge and spin: 138.9 kcal/mol
- E_LUMO: -5.1 eV

Geometry as ORCA input:
```
! RIJCOSX wB97M-V def2-TZVPD def2/J DEFGRID3
* xyz 1 1
C -2.234 -1.681 -0.087
C -0.791 -1.577 -0.076
C -3.119 -0.596 -0.149
C -0.121 -0.449 0.164
C 1.232 0.767 -1.333
C 2.241 -0.816 0.276
C 1.345 1.214 1.275
C 1.199 0.237 0.116
N -2.667 0.727 -0.196
N -1.402 1.081 0.015
O -1.001 2.209 -0.082
H -2.667 -2.717 -0.084
H -0.255 -2.619 -0.169
H -4.165 -0.738 -0.164
H 0.796 1.701 -1.339
H 2.382 0.661 -1.513
H 0.587 0.079 -1.858
H 3.305 -0.277 0.244
H 2.132 -1.573 -0.595
H 2.203 -1.432 1.181
H 2.395 1.128 1.687
H 0.660 0.893 2.103
H 1.133 2.267 1.132
H -3.188 1.512 -0.549
*
```

(3)
Density functional theory data (the ωB97M-V functional and the def2-TZVPD basis) for a single C8H13N3 molecule in a non-equilibrium geometry.

Properties
- DFT total energy: -476.6605 hartree
- Energy above the lowest of the compared OMol25 structures with the same formula, charge and spin: 151.9 kcal/mol
- E_LUMO (alpha / beta): 0.9 / 0.9 eV

Geometry as ORCA input:
```
! RIJCOSX wB97M-V def2-TZVPD def2/J DEFGRID3
* xyz 0 1
C -1.409 0.733 0.064
C -1.718 0.299 1.317
C -0.028 -1.934 0.683
C 0.122 -2.724 -0.305
C 0.333 1.397 -1.374
C -0.252 2.758 -1.669
C 1.621 0.925 -2.038
C 0.676 -1.929 2.950
N -0.250 0.565 -0.599
N -1.024 -0.483 2.231
N -0.237 -1.454 1.878
H -2.111 1.338 -0.324
H -2.678 0.828 1.666
H -0.436 -3.643 -0.595
H 0.770 -2.599 -1.234
H -0.864 3.228 -0.941
H -1.073 2.643 -2.355
H 0.492 3.338 -2.079
H 2.370 0.614 -1.171
H 2.005 1.820 -2.577
H 1.345 0.129 -2.673
H 0.709 -3.004 2.739
H 1.511 -1.390 2.678
H 0.126 -1.456 3.728
*
```

(4)
Density functional theory data (the ωB97M-V functional and the def2-TZVPD basis) for a molecular structure, C8H13N3 in a non-equilibrium geometry.

Properties
- DFT total energy: -476.0741 hartree
- Energy above the lowest of the compared OMol25 structures with the same formula, charge and spin: 68.8 kcal/mol
- E_LUMO: -9.4 eV

Geometry as ORCA input:
```
! RIJCOSX wB97M-V def2-TZVPD def2/J DEFGRID3
* xyz 2 1
C -3.162 -1.092 0.293
C -2.811 -0.159 -0.697
C -2.211 -1.670 1.069
C -1.559 0.289 -0.728
C -1.012 -1.049 0.856
C -0.403 -0.177 0.057
C 2.456 -2.198 -0.562
C 1.046 1.712 -0.598
N 0.831 0.389 -0.096
N 2.291 -1.464 0.438
N 0.983 2.628 0.635
H -4.192 -1.454 0.557
H -3.610 0.349 -1.115
H -2.391 -2.447 1.726
H -1.241 1.216 -1.327
H 2.180 -1.900 -1.610
H 3.240 -3.000 -0.598
H 0.449 2.194 -1.398
H 2.088 1.705 -0.981
H 2.784 -1.693 1.285
H 1.443 -0.564 0.336
H 0.074 2.197 1.036
H 0.940 3.608 0.172
H 1.787 2.579 1.250
*
```

(5)
Density functional theory data (the ωB97M-V functional and the def2-TZVPD basis) for a single C8H13N3O molecule in a non-equilibrium geometry.

Properties
- DFT total energy: -551.9572 hartree
- Energy above the lowest of the compared OMol25 structures with the same formula, charge and spin: 127.1 kcal/mol
- SMILES: C#C/C(=N/NC(N)=O)C(C)(C)C
- E_LUMO: 0.4 eV

Geometry as ORCA input:
```
! RIJCOSX wB97M-V def2-TZVPD def2/J DEFGRID3
* xyz 0 1
C -3.746 0.240 -0.929
C -2.642 0.128 -0.472
C -0.923 0.037 -0.016
N -0.821 -0.426 1.117
N 0.328 -0.624 1.900
C 0.218 -1.126 3.143
N 1.427 -1.338 3.770
O -0.807 -1.388 3.705
C 0.017 0.404 -1.159
C 1.090 1.475 -0.782
C 0.877 -0.817 -1.544
C -0.692 1.056 -2.331
H -4.737 0.271 -1.311
H 1.213 -0.915 1.445
H 2.305 -1.226 3.297
H 1.610 -1.354 4.743
H 1.864 1.853 -1.516
H 1.844 0.915 -0.068
H 0.555 2.275 -0.168
H 0.877 -1.032 -2.551
H 0.815 -1.709 -0.957
H 1.898 -0.465 -1.371
H -0.114 0.821 -3.320
H -0.720 2.184 -2.086
H -1.738 0.761 -2.539
*
```

(6)
Density functional theory data (the ωB97M-V functional and the def2-TZVPD basis) for 2 unconnected molecules or ions with the total composition C8H13N3O in a non-equilibrium geometry.

Properties
- DFT total energy: -551.9938 hartree
- Energy above the lowest of the compared OMol25 structures with the same formula, charge and spin: 104.1 kcal/mol
- SMILES: N/N=C\[C@@H]1CN1.C1=COC=CC1
- E_LUMO: 1.0 eV

Geometry as ORCA input:
```
! RIJCOSX wB97M-V def2-TZVPD def2/J DEFGRID3
* xyz 0 1
N 0.172 0.656 -1.283
N 0.331 1.707 -0.433
C 0.859 2.754 -0.927
C 1.588 2.914 -2.243
C 1.077 3.762 -3.344
N 1.231 2.319 -3.516
H -0.025 0.888 -2.266
H -0.410 -0.047 -0.867
H 0.947 3.623 -0.266
H 2.658 2.983 -2.061
H 0.039 4.080 -3.387
H 1.781 4.453 -3.813
H 2.066 2.062 -4.042
C -2.031 -2.721 3.081
C -2.259 -1.811 2.140
O -1.310 -1.340 1.286
C -0.280 -2.220 1.166
C -0.029 -3.259 1.975
C -0.676 -3.336 3.306
H -2.870 -3.035 3.712
H -3.183 -1.256 2.017
H 0.335 -2.013 0.301
H 0.800 -3.932 1.697
H -0.080 -2.841 4.118
H -0.730 -4.390 3.649
*
```